(1)
{
  "formula": "C19H55F3N2O19S6",
  "method": "wB97M-V/def2-TZVPD",
  "de_lowest_kj_mol": 0.0,
  "total_charge": 0,
  "homo_ev": -9.03,
  "symbols": ["N", "H", "H", "H", "H", "N", "H", "H", "H", "H", "C", "F", "F", "F", "S", "O", "O", "O", "C", "C", "C", "O", "H", "H", "H", "H", "H", "H", "H", "O", "S", "O", "O", "C", "C", "C", "H", "H", "H", "H", "H", "H", "H", "H", "O", "S", "O", "O", "C", "C", "C", "H", "H", "H", "H", "H", "H", "H", "H", "O", "S", "O", "O", "C", "C", "C", "H", "H", "H", "H", "H", "H", "H", "H", "O", "S", "O", "O", "C", "C", "C", "H", "H", "H", "H", "H", "H", "H", "H", "O", "S", "O", "O", "C", "C", "C", "H", "H", "H", "H", "H", "H", "H", "H"],
  "coordinates": [[2.450, 1.140, 3.894], [1.848, 0.714, 4.593], [3.405, 0.829, 4.039], [2.426, 2.164, 3.802], [2.087, 0.782, 2.965], [4.364, -0.508, 0.191], [4.380, -1.438, -0.241], [3.529, -0.398, 0.806], [4.322, 0.250, -0.504], [5.221, -0.425, 0.732], [0.750, 4.891, 0.842], [0.829, 3.884, -0.031], [0.831, 6.036, 0.194], [-0.448, 4.823, 1.411], [2.154, 4.862, 2.134], [3.372, 5.017, 1.357], [1.830, 5.992, 3.000], [2.049, 3.557, 2.766], [-0.161, -0.375, 2.272], [0.727, -0.176, 1.027], [0.075, 0.714, -0.003], [1.995, 0.215, 1.390], [-1.135, -0.737, 1.944], [-0.212, 0.545, 2.864], [0.281, -1.115, 2.945], [0.744, -1.174, 0.526], [-0.914, 0.332, -0.282], [0.617, 0.838, -0.943], [0.046, 1.739, 0.390], [-5.740, 3.330, -0.158], [-4.879, 3.642, 0.952], [-5.082, 4.836, 1.705], [-5.014, 2.393, 2.003], [-4.685, 1.115, 1.474], [-3.500, 0.561, 2.199], [-3.149, 3.477, 0.424], [-4.790, 0.975, 0.395], [-5.504, 0.398, 1.647], [-3.601, 0.621, 3.287], [-2.558, 1.092, 2.058], [-3.431, -0.517, 2.032], [-2.813, 4.254, -0.260], [-2.966, 2.473, 0.054], [-2.516, 3.659, 1.295], [3.788, 0.926, -2.126], [3.325, 2.272, -2.335], [3.794, 2.993, -3.479], [1.710, 2.284, -2.362], [1.009, 3.370, -3.032], [-0.435, 3.003, -2.894], [3.529, 3.183, -0.781], [1.381, 3.463, -4.051], [1.232, 4.311, -2.521], [-0.694, 2.126, -3.492], [-1.046, 3.773, -3.376], [-0.751, 2.834, -1.867], [2.798, 3.989, -0.815], [4.543, 3.568, -0.737], [3.184, 2.547, 0.034], [4.117, -4.985, 2.877], [2.899, -4.231, 2.817], [2.631, -3.323, 1.722], [1.633, -5.203, 2.929], [0.336, -4.642, 2.843], [-0.724, -5.761, 2.853], [2.706, -3.225, 4.352], [0.233, -4.011, 1.957], [0.096, -3.948, 3.655], [-0.396, -6.522, 3.557], [-0.942, -6.205, 1.882], [-1.683, -5.338, 3.155], [2.127, -3.848, 5.026], [2.252, -2.275, 4.098], [3.733, -3.033, 4.659], [-4.094, -3.418, -3.840], [-3.630, -2.119, -3.427], [-3.319, -1.130, -4.417], [-4.774, -1.462, -2.483], [-4.641, -0.187, -1.890], [-4.943, 0.937, -2.888], [-2.194, -2.414, -2.364], [-3.664, 0.092, -1.478], [-5.372, -0.095, -1.089], [-4.873, 1.932, -2.450], [-5.943, 0.807, -3.311], [-4.327, 0.853, -3.784], [-2.353, -3.420, -1.984], [-2.076, -1.655, -1.594], [-1.306, -2.427, -2.991], [3.271, -4.942, -2.751], [2.711, -3.764, -2.144], [3.583, -2.742, -1.575], [1.740, -2.985, -3.166], [1.319, -1.625, -2.940], [0.785, -0.999, -4.195], [1.591, -4.300, -0.855], [2.227, -1.085, -2.658], [0.664, -1.627, -2.065], [-0.020, -1.582, -4.642], [1.553, -0.663, -4.891], [0.323, -0.031, -3.976], [0.894, -5.004, -1.312], [1.062, -3.456, -0.424], [2.187, -4.871, -0.151]],
  "mulliken_charge": [-0.207, 0.422, 0.368, 0.508, -0.206, 0.005, 0.424, -0.002, 0.206, 0.464, 0.482, -0.100, -0.233, -0.213, 1.036, -0.625, -0.658, -0.810, -1.813, 3.183, 0.067, -0.553, 0.209, 0.649, -0.125, -1.433, -0.266, -0.358, -0.203, -0.622, 1.167, -0.623, -0.438, -0.199, -0.756, -0.677, -0.092, 0.505, 0.376, -0.063, 0.408, 0.607, -0.093, 0.344, -0.750, 1.219, -0.670, -0.121, -0.393, -0.834, -0.634, 0.466, 0.330, 0.239, 0.458, -0.079, 0.015, 0.609, 0.049, -0.647, 1.146, -0.387, -0.383, 0.400, -1.351, -0.903, -0.035, 0.258, 0.348, 0.298, 0.386, 0.416, 0.078, 0.439, -0.648, 1.340, -0.621, -0.399, 0.870, -1.217, -0.429, -0.544, 0.262, 0.327, 0.328, 0.379, 0.427, -0.003, 0.005, -0.634, 1.095, -0.714, -0.447, 0.748, -1.231, -0.480, 0.337, -0.186, 0.466, 0.396, 0.001, 0.524, -0.245, 0.266]
}

(2)
{
  "formula": "C19H55FO9S8Tl",
  "method": "wB97M-V/def2-TZVPD",
  "de_lowest_kj_mol": 89.6,
  "total_charge": 1,
  "homo_ev": -10.16,
  "symbols": ["Tl", "F", "C", "C", "C", "O", "H", "H", "H", "H", "H", "H", "H", "C", "S", "O", "C", "H", "H", "H", "H", "H", "H", "C", "S", "O", "C", "H", "H", "H", "H", "H", "H", "C", "S", "O", "C", "H", "H", "H", "H", "H", "H", "C", "S", "O", "C", "H", "H", "H", "H", "H", "H", "C", "S", "O", "C", "H", "H", "H", "H", "H", "H", "C", "S", "O", "C", "H", "H", "H", "H", "H", "H", "C", "S", "O", "C", "H", "H", "H", "H", "H", "H", "C", "S", "O", "C", "H", "H", "H", "H", "H", "H"],
  "coordinates": [[-18.774, 8.909, 3.753], [-21.508, 9.393, 3.621], [-14.565, 7.932, 3.858], [-15.341, 6.745, 3.177], [-15.311, 5.498, 4.075], [-16.597, 7.189, 2.891], [-15.172, 8.225, 4.713], [-14.513, 8.820, 3.234], [-13.535, 7.626, 4.039], [-14.733, 6.666, 2.264], [-14.392, 4.946, 4.261], [-16.059, 4.810, 3.673], [-15.755, 5.768, 5.036], [-21.743, 9.948, 0.198], [-20.016, 10.441, -0.136], [-19.215, 9.777, 0.954], [-19.759, 9.193, -1.435], [-21.951, 8.887, 0.072], [-22.339, 10.520, -0.516], [-21.947, 10.172, 1.246], [-18.824, 9.292, -1.986], [-20.500, 9.279, -2.235], [-19.823, 8.230, -0.936], [-14.259, 10.388, 1.179], [-16.045, 10.136, 0.997], [-16.593, 10.300, 2.388], [-16.415, 11.660, 0.136], [-13.718, 9.448, 1.077], [-14.091, 10.762, 2.188], [-13.816, 11.049, 0.434], [-15.862, 11.726, -0.801], [-16.134, 12.496, 0.782], [-17.464, 11.845, -0.091], [-16.115, 12.241, 7.140], [-15.736, 11.203, 5.630], [-16.980, 10.375, 5.469], [-15.963, 12.673, 4.524], [-15.485, 11.816, 7.919], [-17.199, 12.246, 7.249], [-15.913, 13.315, 7.153], [-17.005, 12.935, 4.712], [-15.570, 12.522, 3.525], [-15.491, 13.553, 4.967], [-15.225, 7.527, 7.353], [-16.988, 7.506, 7.500], [-17.551, 7.690, 6.122], [-17.189, 9.014, 8.490], [-14.773, 8.312, 6.742], [-14.893, 6.622, 6.843], [-14.688, 7.608, 8.300], [-18.131, 9.500, 8.251], [-16.363, 9.694, 8.276], [-17.107, 8.896, 9.572], [-21.924, 4.748, 5.078], [-20.161, 5.236, 5.443], [-20.131, 6.688, 5.099], [-20.025, 4.987, 7.279], [-22.048, 3.679, 4.912], [-22.190, 5.308, 4.182], [-22.657, 5.085, 5.813], [-20.062, 3.908, 7.422], [-20.873, 5.465, 7.770], [-19.119, 5.435, 7.679], [-19.134, 13.627, 1.510], [-19.850, 13.086, 3.109], [-19.260, 11.712, 3.430], [-21.588, 12.861, 2.537], [-19.435, 12.881, 0.779], [-18.059, 13.760, 1.563], [-19.672, 14.567, 1.374], [-21.766, 12.415, 1.564], [-22.150, 13.774, 2.739], [-21.960, 12.192, 3.318], [-22.173, 9.568, 7.319], [-20.591, 10.378, 7.228], [-19.689, 9.460, 6.404], [-21.150, 11.696, 6.034], [-22.837, 10.340, 7.707], [-22.045, 8.703, 7.971], [-22.517, 9.125, 6.384], [-21.887, 12.305, 6.559], [-21.593, 11.181, 5.178], [-20.370, 12.335, 5.627], [-21.355, 4.946, 1.266], [-19.869, 5.858, 0.763], [-19.655, 7.080, 1.618], [-18.539, 4.743, 1.438], [-22.230, 5.574, 1.103], [-21.218, 4.767, 2.331], [-21.462, 4.063, 0.638], [-18.944, 4.399, 2.389], [-17.604, 5.280, 1.575], [-18.343, 3.937, 0.729]],
  "mulliken_charge": [2.244, -0.821, 0.402, 0.484, -0.940, -0.342, -0.758, -0.556, 0.657, 0.276, 0.372, 0.223, -0.049, -0.869, 0.329, -0.396, -0.730, 0.301, 0.481, 0.018, 0.320, 0.400, -0.072, -1.163, 0.770, -0.512, -0.959, 0.365, 0.223, 0.444, 0.476, 0.237, 0.109, -1.083, 0.493, -0.335, -0.815, 0.369, 0.192, 0.428, 0.121, 0.086, 0.571, -1.060, 0.403, -0.258, -0.249, 0.219, 0.396, 0.470, -0.261, -0.004, 0.542, -1.071, 0.543, -0.709, -0.888, 0.421, 0.273, 0.363, 0.403, 0.286, 0.195, -0.508, 0.433, -0.342, -0.689, -0.078, 0.181, 0.506, 0.190, 0.481, 0.052, -1.102, 0.338, -0.408, -0.494, 0.438, 0.397, 0.219, 0.511, -0.094, 0.145, -0.582, 0.280, -0.468, -0.509, 0.332, -0.218, 0.453, 0.142, -0.135, 0.524]
}

(3)
{
  "formula": "C19H55NO10S5",
  "method": "wB97M-V/def2-TZVPD",
  "de_lowest_kj_mol": 0.0,
  "total_charge": 0,
  "homo_ev": -8.60,
  "symbols": ["C", "O", "H", "H", "H", "H", "C", "O", "H", "H", "H", "H", "C", "O", "H", "H", "H", "H", "C", "O", "H", "H", "H", "H", "C", "O", "H", "H", "H", "H", "N", "C", "C", "C", "C", "H", "H", "H", "H", "H", "C", "S", "O", "C", "H", "H", "H", "H", "H", "H", "C", "S", "O", "C", "H", "H", "H", "H", "H", "H", "C", "S", "O", "C", "H", "H", "H", "H", "H", "H", "C", "S", "O", "C", "H", "H", "H", "H", "H", "H", "C", "S", "O", "C", "H", "H", "H", "H", "H", "H"],
  "coordinates": [[-1.183, -2.237, -4.200], [-1.418, -1.243, -3.224], [-1.170, -1.724, -5.172], [-0.210, -2.730, -4.182], [-2.004, -2.949, -4.229], [-1.093, -1.494, -2.339], [1.441, 3.023, 3.554], [0.601, 2.448, 2.587], [1.734, 4.057, 3.328], [0.986, 3.027, 4.548], [2.365, 2.453, 3.602], [-0.270, 2.863, 2.670], [3.365, -1.175, -3.029], [4.465, -0.389, -3.467], [3.646, -2.215, -2.827], [3.065, -0.800, -2.047], [2.514, -1.111, -3.706], [4.823, -0.815, -4.251], [-2.032, 3.927, 1.253], [-1.972, 3.437, 2.618], [-2.101, 5.015, 1.305], [-1.123, 3.660, 0.723], [-2.891, 3.530, 0.711], [-2.843, 3.570, 2.998], [-1.632, 0.344, 5.155], [-1.345, -0.934, 4.554], [-1.404, 0.345, 6.220], [-1.025, 1.094, 4.649], [-2.675, 0.632, 4.989], [-2.175, -1.411, 4.640], [-4.323, -0.311, 2.516], [-4.627, -1.146, 1.466], [-5.353, -0.439, 0.563], [-5.460, 0.910, 1.043], [-4.779, 0.950, 2.212], [-3.866, -0.554, 3.372], [-4.308, -2.175, 1.479], [-5.819, -0.774, -0.349], [-5.949, 1.672, 0.463], [-4.607, 1.744, 2.919], [-1.208, -0.627, 1.259], [0.240, -0.914, 0.276], [-0.232, -1.774, -0.859], [0.429, 0.720, -0.372], [-1.031, 0.150, 2.008], [-1.576, -1.488, 1.807], [-1.979, -0.306, 0.552], [1.130, 0.712, -1.202], [0.826, 1.370, 0.417], [-0.515, 1.184, -0.669], [7.089, 1.130, -0.547], [5.915, 2.432, -0.139], [6.227, 3.547, -1.056], [4.454, 1.576, -0.793], [6.830, 0.202, -0.031], [8.076, 1.411, -0.184], [7.078, 0.996, -1.627], [4.560, 0.495, -0.716], [4.257, 1.835, -1.830], [3.650, 1.907, -0.134], [-3.076, 1.488, -2.645], [-3.913, 1.269, -4.206], [-4.981, 2.294, -4.221], [-2.528, 1.840, -5.200], [-2.057, 1.103, -2.707], [-3.606, 0.961, -1.850], [-3.039, 2.540, -2.351], [-2.222, 2.828, -4.849], [-2.851, 1.878, -6.238], [-1.669, 1.177, -5.099], [2.354, -0.719, 3.089], [3.708, -0.439, 4.219], [3.253, 0.555, 5.206], [4.770, 0.473, 3.075], [2.776, -1.306, 2.258], [1.971, 0.195, 2.636], [1.576, -1.378, 3.468], [4.234, 1.368, 2.761], [4.984, -0.177, 2.230], [5.628, 0.755, 3.678], [-2.018, -5.968, -2.059], [-0.559, -5.945, -3.081], [-0.976, -5.251, -4.318], [0.324, -4.775, -2.035], [-2.542, -5.013, -2.178], [-1.859, -6.087, -0.986], [-2.715, -6.734, -2.398], [-0.384, -4.020, -1.697], [1.096, -4.257, -2.596], [0.758, -5.291, -1.180]],
  "mulliken_charge": [-0.762, -0.188, 0.302, 0.218, 0.301, 0.330, -0.527, -0.217, 0.294, 0.276, 0.035, 0.234, -0.245, -0.479, 0.312, -0.141, 0.305, 0.266, -0.513, -0.604, 0.317, 0.201, 0.230, 0.287, -0.354, -0.444, 0.324, 0.006, 0.210, 0.276, 0.132, -0.649, -0.366, -0.570, -0.548, 0.171, 0.423, 0.481, 0.460, 0.443, -0.640, 0.181, -0.585, -0.290, 0.253, 0.417, 0.067, 0.430, 0.031, -0.105, -0.921, 0.537, -0.660, -0.665, 0.288, 0.366, 0.289, 0.159, 0.480, 0.111, -0.517, 0.534, -0.667, -0.932, 0.042, 0.079, 0.484, 0.326, 0.362, 0.270, -0.524, 0.396, -0.590, -0.764, 0.389, -0.140, 0.394, 0.176, 0.285, 0.420, -0.898, 0.385, -0.577, -0.578, 0.255, 0.343, 0.355, -0.011, 0.241, 0.493]
}

Number 1: Kohn-Sham gap 8.21 eV. Number 2: Kohn-Sham gap 4.38 eV. Number 3: Kohn-Sham gap 8.60 eV.